Entry 1:
ORCA calculation (ωB97M-V/def2-TZVPD) on a 2-piece molecular cluster, C17H19NO overall in a non-equilibrium geometry.

```
38
Properties=species:S:1:pos:R:3:forces:R:3:mulliken_charge:R:1
C 0.5351 1.9183 -1.9089 -0.4758 0.2682 0.3912 0.039
C 0.9345 3.3086 -1.4003 1.1976 -0.8816 -0.7949 -1.362
C 1.5562 0.8282 -1.7235 -0.9429 -0.1229 -0.6037 0.398
C 2.2298 0.6014 -0.5278 -0.1941 0.2029 0.3732 -0.116
C 1.7165 -0.0747 -2.7649 1.7678 0.5521 -0.5935 -0.526
C 3.1968 -0.3728 -0.4554 0.3965 -0.4127 -0.4849 -0.748
C 2.7379 -1.0276 -2.7375 -0.9273 0.3526 0.1142 -0.703
C 3.4980 -1.1161 -1.6000 0.5954 -0.6861 0.5492 0.736
O 4.6032 -1.9431 -1.6328 -0.1423 -0.1762 -0.2808 -0.566
H -0.3608 1.6158 -1.3646 -0.1326 0.0133 0.2050 -0.285
H 0.1763 1.9681 -2.9398 0.3866 -0.0534 -0.0987 0.435
H 1.3388 3.1896 -0.3996 -0.6649 0.5076 0.4678 0.295
H 1.9989 1.1785 0.3658 0.0610 0.0412 -0.2055 0.261
H 1.3597 0.1520 -3.7638 -0.7714 -0.0989 0.2451 0.287
H 3.7758 -0.5753 0.4395 -0.1022 0.2158 0.0433 0.317
H 2.8662 -1.6588 -3.6023 0.4330 -0.1132 0.0497 0.438
H 4.7220 -2.4098 -0.8037 -0.0264 0.1047 0.2389 0.309
H 0.1186 3.9912 -1.5710 -0.2305 0.3818 0.6333 0.387
H 1.8066 3.6975 -1.9431 -0.2266 -0.1137 -0.2570 0.410
C -2.0561 1.9774 1.0237 1.3488 -0.0948 0.0075 -1.125
C -1.9106 -0.6094 1.4226 -0.7300 0.5204 -0.1439 1.077
C -2.4557 0.6974 1.6779 0.0781 0.4687 0.8920 0.666
C -2.5913 -1.5031 2.2915 0.8557 -0.0423 -0.4447 -0.837
C -3.2980 0.5747 2.7456 0.6109 0.2592 -1.1257 -0.796
C -0.7630 -2.4619 0.4451 0.7742 0.9050 0.5101 -0.730
C -1.4014 -3.3322 1.3257 -0.3952 0.1877 0.3981 -0.514
C -0.9693 -1.0820 0.5190 0.0617 -1.5686 -0.6112 0.205
C -2.3351 -2.8714 2.2368 -0.4005 0.2169 0.1729 -0.728
N -3.4017 -0.7555 3.1014 -0.5394 0.4368 0.4642 -0.021
H 0.0616 -2.7640 -0.1901 -0.2617 -0.4271 -0.0990 0.400
H -1.1589 -4.3714 1.3920 0.1451 -0.5017 -0.3896 0.389
H -0.3650 -0.5339 -0.1934 -0.3266 0.6764 0.2696 0.296
H -2.8953 -3.5458 2.8745 0.2243 -0.1011 0.0643 0.351
H -0.9837 2.1616 1.1983 -0.0256 -0.2157 -0.0115 0.217
H -2.4981 2.8972 1.4050 -0.6129 -0.2893 -0.1298 0.366
H -3.7751 1.4287 3.1992 -0.3848 -0.4516 0.4178 0.388
H -3.8969 -1.0631 3.9171 -0.0004 -0.2551 -0.0962 0.180
H -2.1168 1.8858 -0.0580 -0.4228 0.2948 -0.1368 0.208
```
Forces are in eV/Å.

Summary:
ΔE to the lowest compared entry with this formula, charge and spin in kcal per mole: 38.3
Highest occupied orbital energy in eV: -7.74

=====

Entry 2:
ORCA calculation (ωB97M-V/def2-TZVPD) on a single C22H20FN5O2 molecule in a non-equilibrium geometry.

```
50
Properties=species:S:1:pos:R:3:forces:R:3:mulliken_charge:R:1
N 8.0936 -2.0695 -3.6544 -1.3124 3.4462 1.5368 -0.445
O -2.2995 2.3192 -1.0633 1.0018 0.8093 -1.0312 -0.842
F -0.9280 -0.6620 1.5255 -0.1328 0.3587 -0.3362 -0.343
C 7.6837 -1.0535 -3.2078 1.0358 -3.2460 -1.5046 0.295
N 4.4642 -3.0435 -0.7343 3.4919 1.8114 -0.3710 -0.638
N 4.3679 -0.2175 -0.9719 0.0738 -1.2916 0.5237 -0.515
O -4.6001 3.6219 -0.5947 -0.0454 0.0008 1.1113 -0.643
C -1.9371 1.4696 -0.2659 -1.3973 0.0265 -0.2878 0.500
C 5.5893 -2.2968 -0.8978 -0.9747 1.4460 0.4957 -0.438
C 3.2573 -0.9449 -0.7493 1.1355 -1.3552 -0.1408 0.094
C 3.3153 -2.3914 -0.6551 1.8374 0.8311 -0.6117 0.220
C 5.5509 -0.8737 -0.9892 0.0089 -0.5731 0.4391 0.564
C -6.4830 -0.9132 3.3533 0.1611 -0.1422 1.0070 -0.325
C -6.8599 -0.9082 2.0390 0.3023 0.2964 -1.9620 -0.614
C -5.3799 -0.1814 3.7716 0.5629 1.0094 -1.5131 -0.737
C 0.3529 1.3432 -1.3184 0.1827 -0.2374 0.1669 -0.522
C 1.6224 0.7839 -1.4796 -0.4818 -0.3189 0.6809 -0.600
C 1.0862 -0.6800 0.3811 1.1137 -1.1123 0.0632 -0.496
C -6.1066 -0.1640 1.0812 -0.4943 -0.0248 1.6205 -0.432
C -4.6841 0.6290 2.8465 -0.5797 -0.4730 0.1909 -0.253
C -0.1628 -0.1471 0.5392 0.8798 0.5719 -0.8309 0.169
C -0.5462 0.8836 -0.3221 -0.8854 0.1990 0.3107 0.183
C 1.9891 -0.2570 -0.6094 -1.4435 0.6591 -0.1062 0.770
C -5.0538 0.6626 1.4955 -0.6581 -1.2080 0.5298 -0.228
N 2.3537 -3.3348 -0.5535 -2.0358 0.1241 0.6971 -0.498
N -2.9120 1.0327 0.5751 1.9111 -1.1697 1.0618 -0.041
C 7.1231 0.1667 -2.6180 0.8678 0.7659 0.5060 -0.406
C 6.8312 -0.0096 -1.1162 -0.8528 -0.5639 -0.3341 -0.991
C -4.4860 3.0204 0.7305 0.4773 -0.6178 -2.1789 -0.583
C -4.2813 1.4725 0.5046 -0.3251 0.4645 -0.0518 0.285
H -3.7901 3.3575 -1.0973 -0.6622 0.0767 0.8157 0.451
H 6.5710 -2.7491 -0.9341 -0.1705 -0.4924 0.0164 0.402
H -7.0187 -1.4937 4.1036 0.0004 0.0415 -0.2938 0.362
H -7.7082 -1.5124 1.6871 0.4232 0.3308 0.2293 0.357
H -5.0526 -0.2176 4.7819 0.1487 0.0112 0.6999 0.413
H 0.0691 2.1404 -2.0055 -0.3528 -0.2186 0.3999 0.400
H 2.3121 1.0979 -2.2669 -0.3315 0.0062 0.3256 0.445
H 1.3779 -1.5328 1.0020 -0.1543 0.3867 -0.0668 0.427
H -6.3903 -0.1884 0.0495 -0.1182 -0.0273 -0.4458 0.397
H -3.8360 1.2430 3.1257 -0.0060 -0.0860 0.3797 0.408
H 1.6088 -3.2349 -1.2173 -0.5040 -0.3357 0.0642 0.241
H 2.8396 -4.2243 -0.4858 -0.6716 0.0069 -0.4295 0.326
H -2.7355 0.2680 1.2163 0.1498 0.2595 -0.2185 0.338
H 6.2110 0.4517 -3.1077 -0.3775 0.0580 -0.5063 0.308
H 7.8425 0.9941 -2.7370 -0.1623 -0.3505 -0.1910 0.321
H 7.7263 -0.4358 -0.6814 -0.0884 -0.5829 0.3366 0.410
H 6.7161 0.9525 -0.5984 -0.3647 -0.2023 -0.4549 0.377
H -3.6693 3.4886 1.2870 0.1918 -0.3067 -0.0062 0.280
H -5.3843 3.1490 1.3312 -0.2913 0.3089 -0.5271 0.421
H -4.6502 1.1892 -0.4948 -0.0832 0.6295 0.1913 0.428
```
Forces are in eV/Å.

Summary:
ΔE to the lowest compared entry with this formula, charge and spin in kcal per mole: 24.6
Highest occupied orbital energy in eV: -8.67

=====

Entry 3:
ORCA calculation (ωB97M-V/def2-TZVPD) on a 10-piece molecular cluster, C14H30F2N8O22 overall in a non-equilibrium geometry.

```
76
Properties=species:S:1:pos:R:3:forces:R:3:mulliken_charge:R:1
C -0.7184 4.4662 1.3034 -1.0000 0.5911 -0.6474 0.187
C 0.6179 4.4676 0.5560 0.4194 -0.1278 0.5151 0.537
O 0.8041 5.8086 0.1637 -0.0853 -0.2338 0.0551 -0.387
C -0.3479 6.5055 0.3416 -0.5885 -0.1783 -0.0220 0.528
O -0.5303 7.6426 0.0862 0.3864 0.4774 -0.2671 -0.502
O -1.2951 5.7048 0.8537 -0.0156 -0.0219 0.6032 -0.408
F 0.5699 3.6607 -0.5359 -0.0891 0.0507 -0.2018 -0.260
H -0.6956 4.4491 2.3922 0.4927 0.1481 -0.0423 0.135
H -1.4622 3.7368 0.9860 0.6558 -0.5119 -0.1700 -0.080
H 1.5065 4.1990 1.1243 -0.1558 -0.2227 0.1187 0.208
C -2.4618 -0.3810 3.5222 1.5062 1.4316 -0.5544 0.396
C -2.9344 0.6066 2.4610 -0.8346 -0.2780 -0.3729 0.265
O -4.2057 0.0736 2.1040 0.0337 0.7881 0.7194 -0.350
C -4.6570 -0.7488 3.0932 0.8368 -0.0106 -0.5894 0.473
O -5.7588 -1.1515 3.1482 -0.2822 -0.3244 0.4432 -0.483
O -3.6156 -1.0587 3.9339 -0.5456 -0.5231 -0.2849 -0.376
F -2.2324 0.5948 1.2944 0.3575 -0.0303 0.4050 -0.010
H -2.0113 0.1368 4.3687 -0.2248 -0.0401 0.1031 0.127
H -1.6319 -0.8956 3.0146 -0.5429 -1.0247 0.3252 -0.211
H -2.9800 1.6339 2.8290 -0.2591 0.0344 -0.3256 0.210
C 1.0482 0.9464 4.2260 -0.7491 0.0979 -0.6420 -0.766
N 1.0615 1.4607 2.8013 0.8361 -0.1913 0.3947 0.868
O 2.0814 1.3453 2.1669 0.0802 -0.0817 0.1285 -0.476
O 0.0370 1.9364 2.3562 -0.6043 0.1089 0.1354 -0.378
H 1.0293 -0.1351 4.1239 0.1744 -0.0948 0.1518 0.254
H 0.1097 1.3065 4.6340 0.0858 -0.0252 0.1952 0.264
H 1.9008 1.2978 4.7935 0.1887 0.0271 -0.2920 0.304
C -1.0240 -2.6578 -4.9003 0.2261 1.3887 0.3403 -0.466
N -1.8167 -1.5308 -4.2718 -1.2010 -0.3305 -0.4234 0.993
O -2.2263 -0.6461 -4.9903 0.4832 -0.0106 -0.1394 -0.558
O -2.1103 -1.6278 -3.0936 0.5119 -0.0962 0.1383 -0.533
H -1.1266 -3.4824 -4.2105 0.1709 -0.2586 -0.2697 0.252
H -0.0201 -2.2378 -4.9553 0.1484 -0.3261 0.2358 0.012
H -1.3498 -2.7740 -5.9273 -0.3930 -0.2467 0.1538 0.318
C -0.0692 -0.0528 -0.8770 -0.4799 0.6100 -0.5222 -0.323
N 0.7317 -1.0488 -0.1389 -0.0544 -0.8396 -0.6899 1.126
O 1.8357 -1.3052 -0.6005 -0.2045 0.2322 0.4954 -0.556
O 0.2453 -1.6276 0.8150 0.0925 0.2900 0.0918 -0.475
H -0.0030 0.8947 -0.3445 0.2142 0.0520 -0.1380 0.226
H -1.1220 -0.3002 -0.9903 0.0974 -0.5161 0.6338 0.080
H 0.3069 -0.0198 -1.8936 0.3823 0.3244 0.1746 -0.103
C -0.8968 -4.0752 3.2581 1.1732 0.9893 -0.6566 -0.364
N 0.2294 -3.7218 4.1876 -0.3812 -0.4853 1.0918 0.861
O 0.4734 -4.4689 5.1170 0.1031 0.0563 -0.6482 -0.550
O 0.7062 -2.6127 4.0517 0.1644 -0.0161 -0.2668 -0.507
H -1.1810 -5.1170 3.2802 -0.2619 0.0766 0.6988 0.315
H -0.5216 -3.8437 2.2607 -0.0763 0.1480 0.0152 0.053
H -1.5765 -3.2756 3.5442 -0.7875 -0.6547 -0.2298 0.158
C 2.8984 -1.0692 -4.0915 0.9060 -1.2791 0.8355 -0.721
N 2.1083 0.1614 -4.0731 -0.0075 -0.2723 -0.0980 1.097
O 2.6033 1.1409 -3.5831 0.5012 0.5908 0.4449 -0.562
O 1.0235 0.1324 -4.5943 -1.0157 -0.1764 -0.3569 -0.562
H 3.6592 -0.9671 -4.8600 -0.1043 -0.0270 -0.1007 0.372
H 2.3127 -1.9803 -4.1750 -0.4230 0.3815 -0.6195 0.209
H 3.3814 -1.2321 -3.1270 0.1171 0.6371 -0.0108 0.115
C -4.1394 1.7578 -1.2445 1.4710 -0.8503 0.3173 -0.678
N -3.1249 2.7578 -1.7283 -1.4067 -1.0291 -0.0747 0.925
O -1.9736 2.4033 -1.7079 0.8194 0.2516 0.1334 -0.437
O -3.5660 3.7956 -2.1411 0.2090 0.8885 -0.1794 -0.555
H -4.1813 1.8463 -0.1617 -0.6034 0.4845 -0.0561 0.232
H -3.6262 0.8039 -1.3659 -0.3429 -0.0969 -0.3756 0.171
H -5.0517 1.8291 -1.8159 -0.1531 0.2570 0.2262 0.329
C 4.7198 0.7737 -1.2446 -0.3391 0.5038 -0.4329 -0.449
N 5.4090 1.3801 -0.0728 0.9023 -0.9642 0.3545 0.942
O 4.8199 1.3766 0.9835 -0.3609 0.2796 0.0881 -0.523
O 6.5742 1.7188 -0.2033 -0.4634 0.1551 -0.3629 -0.588
H 4.8310 1.4609 -2.0799 -0.0103 -0.0329 0.0403 0.358
H 3.6738 0.6301 -0.9971 0.0433 0.0485 0.0804 -0.022
H 5.1827 -0.1740 -1.5032 0.2533 0.0355 0.2704 0.291
C 1.3246 -4.7565 -0.5897 0.9896 0.1766 0.8893 -0.824
N 1.4016 -3.8911 -1.7881 0.1942 -1.3843 0.4216 0.914
O 2.4711 -3.9577 -2.3685 -0.5200 0.8230 -0.4704 -0.568
O 0.4274 -3.2356 -2.0704 0.1832 0.2975 -0.5289 -0.375
H 1.6375 -4.0941 0.2232 -0.4663 0.0209 0.0865 0.257
H 2.1332 -5.4756 -0.6633 -0.2117 -0.2249 -0.2421 0.364
H 0.3581 -5.2127 -0.4190 -0.1661 0.2845 -0.2468 0.264
```
Forces are in eV/Å.

Summary:
ΔE to the lowest compared entry with this formula, charge and spin in kcal per mole: 18.6
Highest occupied orbital energy in eV: -10.86

=====

Question: The lowest ΔE to the lowest compared entry with this formula, charge and spin belongs to which entry?
Answer: C14H30F2N8O22

=====

Question: What is the formula in the second record?
Answer: C22H20FN5O2

=====

Question: Among the records above, which one has the highest ΔE to the lowest compared entry with this formula, charge and spin?
Answer: C17H19NO